An isolated molecule of C2H7N5O, computed with ωB97M-V/def2-TZVPD.

```
15
Properties=species:S:1:pos:R:3:mulliken_charge:R:1
H -2.3402 0.4867 1.9496 0.30
N -1.7989 1.4612 2.0482 -0.55
C -1.1480 1.1904 0.8730 -0.16
N -0.8792 0.0348 0.1826 -0.02
O -1.1846 -1.0993 0.8835 -0.50
C 0.2902 -0.0502 -0.5424 0.60
N 0.4088 1.0056 -1.2882 -0.83
H -0.6968 1.3937 -1.4097 0.34
N 1.0413 -1.2876 -0.3422 -0.36
N 2.5118 -0.8056 -0.8761 -0.56
H -0.4524 2.0663 0.5619 0.36
H -1.6221 -1.7383 0.3175 0.35
H 1.3455 -1.3526 0.7384 0.34
H 2.2440 -1.5919 -1.7651 0.31
H 2.2805 0.2867 -1.3310 0.37
```

Its gap between HOMO and LUMO is 9.839 eV. The calculation puts the electronic energy at -429.16966 a.u. The SMILES is [H]/N=C\N(O)/C(=N\[H])NN. The calculation puts the LUMO energy at 0.296 eV. As for the energy relative to the best compared isomer or geometry (same formula, charge and spin): 666.40 kJ/mol.